Entry 1:
DFT (the ωB97M-V functional and the def2-TZVPD basis) results for a structure of composition C30H34N4O5Re.

```
74
Properties=species:S:1:pos:R:3:forces:R:3:mulliken_charge:R:1
Re 0.36487 0.19695 -0.07613 -0.47 0.40 -1.40 -0.36
C -1.34141 0.84126 3.52942 0.09 -0.10 -0.13 -1.09
C 0.10387 1.30558 3.32309 -0.15 0.03 -0.15 -0.56
C 0.31089 2.40083 2.28460 0.03 -0.06 0.09 -1.19
N 0.35454 2.04708 0.85750 -0.13 -0.66 0.15 0.18
C 0.38027 3.08431 0.00393 0.11 0.30 -0.08 1.37
C 0.33442 4.42140 0.43471 -0.01 -0.11 0.05 -0.96
C 0.17738 5.60205 -0.27562 -0.04 0.08 -0.18 -0.70
C 0.06550 5.82192 -1.63515 0.01 0.07 0.04 -0.58
C 0.26023 4.88163 -2.63809 0.06 -0.04 0.11 -0.78
C 0.60471 3.55354 -2.51561 -0.06 -0.02 0.02 -0.47
C 0.68040 2.72108 -1.38378 0.00 -0.05 -0.13 0.59
N 1.05751 1.45043 -1.50349 0.16 0.03 0.25 0.87
C 1.93453 1.01875 -2.57924 0.04 -0.15 -0.15 -1.34
C 2.89115 -0.07181 -2.07496 -0.09 0.06 0.14 -0.92
C 3.30953 0.07127 -0.60567 0.01 0.03 -0.18 -0.67
N 2.25265 -0.39023 0.30034 -0.34 0.12 -0.23 0.19
C 2.46796 -1.30576 1.25709 0.28 -0.20 0.20 1.58
C 3.75237 -1.65361 1.69972 -0.19 0.27 -0.19 -0.98
C 4.17891 -2.54841 2.67294 -0.15 -0.34 0.22 -0.71
C 3.46198 -3.47621 3.39843 0.32 0.06 -0.01 -0.59
C 2.09231 -3.71658 3.29557 -0.23 0.15 -0.12 -0.50
C 1.13251 -3.00324 2.62193 0.08 -0.23 0.12 -0.88
C 1.22057 -1.81318 1.84552 -0.19 0.13 -0.06 1.11
N 0.14790 -1.11031 1.52988 0.23 -0.18 0.39 0.40
C -1.10777 -1.35707 2.24276 -0.27 0.15 -0.08 -1.31
C -1.91702 -0.07915 2.45337 0.24 0.02 0.08 -0.22
H -1.98845 1.72075 3.61019 0.04 0.02 0.08 0.43
H -1.38679 0.32674 4.49470 -0.05 -0.01 0.00 0.37
H 0.76006 0.46487 3.11974 0.10 -0.05 0.07 -0.06
H 0.44032 1.73993 4.26834 0.04 0.02 -0.02 0.52
H 1.26845 2.88117 2.52312 -0.07 0.13 -0.02 0.56
H -0.48064 3.14119 2.44016 0.01 -0.01 0.03 0.50
H 0.40319 4.56900 1.50192 -0.04 0.02 -0.07 0.44
H 0.10926 6.49086 0.34232 -0.02 -0.01 0.02 0.34
H -0.15081 6.83581 -1.94811 0.02 0.00 0.00 0.34
H 0.16696 5.24249 -3.65577 -0.01 0.00 -0.01 0.35
H 0.74511 3.02494 -3.44891 0.00 -0.01 0.01 0.42
H 2.51398 1.87335 -2.94121 -0.02 0.04 0.05 0.78
H 1.35879 0.60370 -3.41054 0.02 0.09 -0.02 0.24
H 3.78794 -0.04984 -2.69720 0.01 0.00 0.00 0.51
H 2.42431 -1.04576 -2.20667 0.02 -0.02 -0.03 0.26
H 3.54289 1.11609 -0.37304 0.07 -0.03 0.03 0.06
H 4.21386 -0.51783 -0.47649 0.01 0.01 0.07 0.68
H 4.55165 -1.07666 1.25764 0.00 0.02 0.04 0.32
H 5.24653 -2.53527 2.86269 0.01 0.03 -0.01 0.32
H 4.01951 -4.10703 4.07939 0.01 -0.01 -0.03 0.34
H 1.72320 -4.58230 3.83474 -0.01 0.00 0.01 0.36
H 0.13402 -3.41483 2.67839 0.02 0.01 0.03 0.50
H -0.90665 -1.79923 3.22264 0.02 -0.02 -0.03 0.81
H -1.70612 -2.05085 1.65306 -0.04 -0.15 -0.04 0.26
H -2.92425 -0.37213 2.76052 -0.01 -0.03 -0.07 0.52
H -2.00905 0.44900 1.50789 -0.10 0.02 -0.10 -0.12
O -1.84418 1.39265 -2.76075 -0.01 -0.05 0.18 -0.70
C -2.01316 0.50682 -1.94217 -0.01 0.01 -0.68 -0.31
O -1.60283 0.56400 -0.70264 0.65 -0.38 0.72 -0.62
C -2.74460 -0.77353 -2.36862 0.11 0.25 0.34 0.10
C -3.59242 -1.41345 -1.25452 -0.13 -0.06 -0.20 -0.02
C -4.56488 -2.42057 -1.89716 0.03 0.06 0.06 -1.04
C -3.60322 -3.58872 -2.23377 0.07 0.05 0.02 -1.02
C -2.26579 -3.02503 -1.71788 -0.14 -0.06 -0.22 -0.03
O -2.66906 -2.26641 -0.58373 0.10 0.00 0.35 -0.43
C -1.77326 -1.95421 -2.70915 0.36 0.02 0.28 -0.04
C -0.28820 -1.60002 -2.53582 -0.31 0.11 -0.68 -0.22
O 0.39943 -1.46818 -3.53495 0.01 -0.13 0.25 -0.71
O 0.14765 -1.47477 -1.31397 -0.07 0.38 0.83 -0.40
H -3.34629 -0.49835 -3.23154 0.02 -0.04 -0.05 0.58
H -4.03531 -0.70990 -0.55384 0.05 -0.02 0.02 0.66
H -5.06528 -2.00581 -2.77132 -0.01 -0.02 -0.01 0.39
H -5.32623 -2.72535 -1.17997 0.01 0.00 0.00 0.32
H -3.56268 -3.81900 -3.29759 -0.03 -0.03 -0.01 0.38
H -3.87102 -4.49540 -1.69277 0.00 0.01 -0.01 0.33
H -1.51933 -3.76539 -1.44044 0.00 0.05 0.07 0.67
H -1.88738 -2.28009 -3.73995 -0.01 0.06 -0.03 0.60
```
Positions in Å, forces in eV/Å.

- expectation value of S² = 1.208
- maximum force (Eh/bohr) = 0.030
- spin multiplicity = 2
- HOMO (spin up / spin down) (eV) = -6.8 / -7.2
- HOMO-LUMO gap (spin up / spin down) (eV) = 5.80 / 6.47
- total charge = 0


Entry 2:
DFT (the ωB97M-V functional and the def2-TZVPD basis) results for an isolated molecule of C30H34N6O5.

```
75
Properties=species:S:1:pos:R:3:forces:R:3:mulliken_charge:R:1
C -3.74923 5.17356 0.20357 -0.38 0.24 0.24 -0.74
H -4.00370 4.50836 1.03092 -0.01 0.04 -0.03 0.29
O -2.50518 4.83244 -0.37271 0.20 -0.16 -0.23 -0.52
C -2.22821 3.54622 -0.72537 0.20 -0.07 -0.12 0.63
C -0.88219 3.29044 -0.96564 -0.31 0.09 -0.06 -1.14
C -0.43060 2.03682 -1.32600 -0.09 -0.02 -0.07 0.07
C -1.32638 0.98902 -1.45275 0.00 0.00 -0.15 -0.24
C -2.67374 1.23697 -1.22629 -0.01 0.05 -0.01 -0.23
C -3.15032 2.49379 -0.88255 -0.10 0.14 -0.01 0.94
O -4.48216 2.76384 -0.70617 0.45 0.21 -0.01 -0.44
C -5.40666 1.71192 -0.80663 -0.14 -0.14 -0.02 -0.87
H -6.37587 2.15817 -0.58821 0.03 -0.09 -0.02 0.27
H -5.20048 0.92249 -0.07728 0.00 0.00 -0.04 0.26
H -5.42538 1.28451 -1.81509 0.01 0.00 0.05 0.35
H -3.36742 0.41893 -1.34222 -0.13 -0.07 -0.01 0.47
C -0.87273 -0.39034 -1.83699 0.08 0.03 0.25 -1.49
H -1.68684 -0.91571 -2.34033 0.02 -0.05 -0.06 0.65
H -0.04528 -0.31961 -2.54289 -0.20 -0.10 0.07 0.27
C -0.48025 -1.24611 -0.62250 -0.25 -0.18 -0.60 -1.05
N 0.55586 -0.67744 0.21970 -0.08 0.30 0.21 0.77
C 1.87781 -0.76580 -0.02101 0.03 -0.05 -0.26 0.96
O 2.71544 -0.48979 0.83005 0.44 0.03 0.04 -0.77
C 2.35984 -1.20374 -1.40520 0.09 -0.43 0.24 -1.73
N 2.47817 -0.09704 -2.30952 0.30 0.68 -0.01 1.14
C 3.19614 1.05449 -2.18556 -0.16 0.45 -0.78 1.20
C 4.02253 1.58368 -1.20069 0.15 -0.01 0.26 -0.94
C 4.57255 2.81647 -1.46501 0.00 -0.11 0.08 -0.64
C 4.31900 3.50702 -2.66051 0.01 0.19 -0.16 -0.51
C 3.50540 2.99166 -3.64016 -0.05 -0.09 0.00 -0.86
C 2.93512 1.74189 -3.39791 0.43 -0.33 1.19 0.46
N 2.10014 0.96240 -4.14036 -0.19 0.29 -0.67 -0.74
N 1.84706 -0.09761 -3.49457 -0.33 -0.86 -0.21 -0.61
H 3.30522 3.51582 -4.56008 -0.01 0.09 -0.11 0.45
H 4.78134 4.47207 -2.80593 0.02 0.07 -0.03 0.39
H 5.22112 3.27195 -0.73149 0.05 0.02 0.07 0.40
H 4.20746 1.05523 -0.27934 0.03 -0.02 0.09 0.53
H 1.69860 -1.93696 -1.86517 0.08 0.07 -0.01 0.44
H 3.34798 -1.65361 -1.25150 -0.24 0.02 0.00 0.48
C 0.19665 -0.37194 1.61667 0.19 -0.08 0.22 -0.19
C -1.02362 0.49091 1.79699 -0.12 0.11 0.15 0.43
C -2.31712 -0.00043 1.93550 -0.08 0.06 0.10 -0.16
C -3.34123 0.89595 2.20277 0.01 -0.30 -0.01 -0.95
N -3.16722 2.19892 2.32954 -0.40 0.35 0.16 -0.53
C -1.93959 2.66857 2.18705 0.29 0.01 0.06 -0.56
C -0.84306 1.86493 1.92618 -0.13 -0.24 0.06 -0.59
H 0.13960 2.30099 1.83399 0.12 0.06 -0.02 0.42
H -1.82597 3.73767 2.30631 0.10 0.12 -0.05 0.49
H -4.35711 0.54689 2.33991 -0.06 -0.13 -0.01 0.52
H -2.52189 -1.05753 1.89159 0.01 -0.05 -0.02 0.47
C 0.15393 -1.75733 2.28802 0.22 0.58 0.18 0.06
O -0.83633 -2.45899 2.33558 -0.31 -0.23 -0.07 -0.67
N 1.36243 -2.12957 2.76216 0.39 -0.07 0.25 -0.05
H 2.15481 -1.54832 2.51253 -0.22 0.08 -0.05 0.37
C 1.65706 -3.52753 2.96322 -0.01 -0.15 -0.39 -1.34
H 2.36678 -3.64165 3.78478 -0.06 -0.08 -0.01 0.33
H 0.71754 -4.02356 3.21291 0.11 -0.04 0.09 0.47
C 2.25043 -4.12849 1.66755 0.23 -0.08 0.51 0.27
H 3.23055 -3.67725 1.48148 -0.05 -0.06 0.04 0.46
C 2.28320 -5.65845 1.71653 0.06 0.27 -0.14 -0.82
H 3.04537 -6.03033 1.03204 0.03 -0.01 0.05 0.32
H 2.49369 -6.03163 2.71584 0.06 -0.06 0.05 0.34
C 0.88165 -6.03552 1.22153 -0.03 0.10 -0.04 -0.71
H 0.21671 -6.24921 2.05675 -0.03 -0.04 -0.02 0.30
C 0.40802 -4.78014 0.46440 -0.49 -0.20 -0.15 -0.47
H 0.23252 -4.97035 -0.59746 -0.02 0.00 0.08 0.46
O 1.45060 -3.81667 0.54628 0.13 0.19 -0.13 -0.18
H -0.50585 -4.36867 0.90885 0.11 -0.06 -0.08 0.21
H 0.90574 -6.90831 0.57272 -0.03 -0.04 0.04 0.33
H 1.04809 0.18753 2.02082 -0.26 -0.19 -0.09 0.90
H -1.35854 -1.37646 0.00935 0.10 -0.11 -0.05 0.71
H -0.16791 -2.24000 -0.95852 -0.10 0.02 0.11 0.24
H 0.62243 1.88683 -1.50553 0.18 -0.05 -0.07 0.28
H -0.19492 4.11484 -0.85878 0.08 0.13 0.04 0.46
H -3.61872 6.19035 0.57517 -0.03 -0.06 0.00 0.29
H -4.55288 5.15758 -0.53529 0.07 0.02 0.10 0.23
```
Positions in Å, forces in eV/Å.

- maximum force (Eh/bohr) = 0.025
- HOMO (eV) = -7.8
- HOMO-LUMO gap (eV) = 8.31
- SMILES = COc1ccc(CCN(C(=O)Cn2nnc3ccccc32)[C@H](C(=O)NC[C@H]2CCCO2)c2ccncc2)cc1OC
- total charge = 0


Entry 3:
DFT (the ωB97M-V functional and the def2-TZVPD basis) results for a structure of composition C30H35AsFeN8O5S3.

```
83
Properties=species:S:1:pos:R:3:forces:R:3:mulliken_charge:R:1
Fe 0.54456 -0.85934 0.04869 0.81 -0.40 0.98 1.22
O 3.24040 2.90537 3.21556 -0.10 0.11 0.20 -0.68
C 4.15720 2.41259 2.37540 0.11 -0.14 -0.21 0.48
C 5.41078 3.02865 2.35818 -0.04 0.03 0.05 -0.70
C 6.40191 2.58087 1.51303 -0.03 -0.02 -0.01 -0.36
C 6.16870 1.51357 0.64588 0.05 -0.07 -0.06 -0.78
C 4.93411 0.90570 0.64436 -0.03 0.06 0.07 -0.70
C 3.91372 1.33159 1.50572 0.08 -0.15 -0.13 0.56
C 2.61539 0.64782 1.42535 -0.38 0.55 0.89 0.66
O 2.41671 -0.23247 0.51499 -1.09 -0.90 -1.24 -0.95
N 1.67619 1.00853 2.27645 0.85 0.34 0.06 -0.75
N 0.49184 0.37553 2.07953 -0.77 -0.86 -0.83 0.32
C -0.45750 0.70434 2.88330 0.25 0.10 0.12 -0.35
S -0.21252 1.86836 4.17010 -0.08 -0.05 -0.06 -0.06
C -1.98488 2.01081 4.55324 0.16 0.05 -0.10 -0.53
C -2.62023 0.65658 4.34224 0.05 -0.21 -0.20 -0.70
S -2.03849 0.00716 2.73295 -0.18 0.10 0.22 0.15
H 2.43384 2.35039 3.15152 0.00 -0.03 -0.05 0.62
H 5.57334 3.86211 3.02835 0.00 -0.01 0.01 0.44
H 7.36986 3.06480 1.52387 -0.01 0.02 0.00 0.39
H 6.94853 1.16457 -0.01694 0.00 0.02 0.00 0.43
H 4.71776 0.08318 -0.02348 0.04 -0.01 0.00 0.38
H -2.41924 2.75891 3.89093 -0.05 0.01 0.04 0.27
H -2.07152 2.34997 5.58411 -0.02 -0.03 0.02 0.43
H -3.70607 0.71831 4.29838 0.00 -0.02 -0.02 0.43
H -2.32731 -0.05576 5.11135 -0.02 0.04 0.06 0.32
N -3.93773 -6.23814 -4.10453 0.05 -0.04 0.03 -0.52
C -3.65337 -5.27178 -3.17226 0.06 0.15 0.05 0.96
C -3.89698 -3.91859 -3.45431 -0.03 -0.08 -0.01 -0.70
C -3.56658 -2.94321 -2.53600 -0.08 0.08 0.06 -0.97
C -2.96944 -3.29440 -1.33223 0.31 0.12 0.16 0.11
C -2.72792 -4.62830 -1.03170 -0.02 0.01 0.01 -0.61
C -3.06981 -5.60679 -1.94275 -0.06 -0.04 -0.06 -0.81
S -2.53367 -1.99948 -0.20714 -0.40 0.14 -0.39 1.24
O -2.36350 -0.80522 -1.04073 0.11 -0.24 0.24 -0.61
O -3.50470 -1.92613 0.84120 0.13 -0.19 0.05 -0.70
N -1.03010 -2.26431 0.33909 0.26 1.42 -1.06 0.08
C -0.50419 -3.15919 1.20008 0.13 -0.51 0.75 0.67
N 0.77478 -2.82144 1.47148 -0.19 0.19 -0.35 -0.35
C 1.45147 -3.60928 2.28968 0.23 -0.11 0.15 -0.08
C 0.87649 -4.73485 2.86307 -0.07 0.10 -0.10 -0.87
C -0.44644 -4.98201 2.53058 0.11 0.02 0.07 -0.22
N -1.14359 -4.21134 1.70057 -0.07 0.23 -0.13 -0.60
H -4.58971 -6.00638 -4.83296 -0.04 -0.03 -0.02 0.23
H -3.97797 -7.19077 -3.78582 -0.04 -0.02 -0.03 0.22
H -4.36416 -3.64560 -4.39331 -0.02 0.01 0.02 0.34
H -3.78365 -1.90088 -2.73288 0.02 -0.03 -0.09 0.54
H -2.28004 -4.88916 -0.08170 -0.07 -0.06 -0.04 0.54
H -2.90436 -6.64969 -1.70121 0.05 0.00 -0.01 0.32
H 2.48044 -3.33063 2.48665 -0.01 0.01 0.01 0.51
H 1.43167 -5.38167 3.52408 -0.01 0.02 0.02 0.40
H -0.98417 -5.82856 2.94331 0.06 -0.02 0.00 0.48
N -0.70433 -1.84073 -3.37748 0.26 0.10 0.13 -0.15
C 0.47278 -2.18614 -2.83404 -0.47 -0.36 -0.54 0.67
N 1.11815 -3.25823 -3.32653 0.17 0.14 0.19 -0.45
O 0.98267 -1.51577 -1.91068 0.25 0.52 1.29 -0.56
H -1.20280 -2.46753 -3.98520 -0.02 -0.06 0.02 0.25
H -1.24882 -1.18362 -2.83693 -0.20 -0.02 0.05 -0.16
H 0.81213 -3.75316 -4.14458 -0.07 0.04 0.00 0.18
H 2.04020 -3.44121 -2.97065 0.01 -0.02 -0.02 0.24
C -0.71557 1.62054 -2.57821 0.01 -0.34 0.14 -1.28
As -0.28320 1.45670 -0.68264 0.03 1.19 -0.62 1.14
C -1.79019 2.46174 0.03387 -0.05 -0.41 0.17 -1.24
C 1.20064 2.78654 -0.54948 -0.04 -0.47 0.12 -0.38
C 0.79340 4.20062 -0.79649 -0.08 0.13 -0.06 0.00
C 0.85780 4.76191 -2.07023 0.03 -0.10 0.03 -0.14
C 0.52441 6.09192 -2.27583 -0.04 0.06 -0.04 -0.80
C 0.10558 6.87714 -1.21216 0.00 -0.02 0.00 -0.46
C 0.03666 6.32726 0.06042 -0.06 0.03 0.04 -0.71
C 0.37855 5.00115 0.26737 0.05 -0.04 -0.02 -0.18
H -0.75928 2.67351 -2.84909 0.01 0.03 0.08 0.55
H -1.69157 1.16308 -2.73262 -0.01 0.02 -0.04 0.27
H 0.03073 1.11134 -3.18636 0.00 0.01 0.01 0.32
H -1.89814 3.37249 -0.55214 0.12 -0.02 -0.05 0.54
H -1.63771 2.71971 1.07985 0.07 -0.04 0.00 0.18
H -2.68208 1.84541 -0.06186 0.00 -0.02 0.02 0.42
H 1.95300 2.44427 -1.26202 0.00 0.00 0.01 0.68
H 1.61956 2.69029 0.45089 -0.03 -0.03 -0.03 -0.15
H 1.20248 4.15620 -2.90127 0.02 0.03 0.00 0.46
H 0.60392 6.52199 -3.26580 -0.02 -0.02 -0.01 0.40
H -0.15515 7.91489 -1.37099 0.01 0.00 0.00 0.40
H -0.27559 6.93763 0.89806 0.01 0.00 -0.01 0.41
H 0.35191 4.58571 1.26950 0.00 0.00 0.00 0.41
```
Positions in Å, forces in eV/Å.

- expectation value of S² = 8.761
- maximum force (Eh/bohr) = 0.037
- spin multiplicity = 6
- HOMO (spin up / spin down) (eV) = -10.1 / -10.1
- HOMO-LUMO gap (spin up / spin down) (eV) = 8.22 / 5.78
- total charge = +1
- energy above the lowest of the compared OMol25 structures with the same formula, charge and spin (kJ/mol) = 3.1